Entry 1:
# C6H10O

C6H10O in the gas phase in a non-equilibrium geometry (the ωB97M-V functional and the def2-TZVPD basis, the OMol25 dataset).

XYZ file:
```
17
C6H10O | the OMol25 dataset | the ωB97M-V functional and the def2-TZVPD basis
O 0.29800 -2.23122 -1.70456
C 0.83305 -1.20764 -1.41201
C 0.18717 0.23362 -1.52657
C 0.35406 1.08575 -0.25265
C -0.15392 0.44994 1.02070
C 0.70431 -0.22032 1.78610
C -1.66548 0.22502 1.12540
H 1.94579 -1.06798 -1.47226
H -0.84195 0.07205 -1.85763
H 0.78430 0.73820 -2.29718
H 1.43799 1.06099 -0.10378
H 0.09412 2.10770 -0.54772
H 0.30264 -0.86092 2.58066
H 1.60708 -0.69717 1.40097
H -2.18904 0.95571 0.50985
H -1.85288 -0.70263 0.56884
H -1.84525 0.05888 2.18182
```

## Properties
SMILES string	C=C(C)CCC=O
LUMO energy	0.88	eV
highest occupied orbital energy	-9.437	eV
frontier orbital gap	10.312	eV
energy relative to the best compared isomer or geometry (same formula, charge and spin)	1.698	eV

Entry 2:
# C72H64BrN2O2S2TeY

A molecular structure, C72H64BrN2O2S2TeY in a non-equilibrium geometry (the ωB97M-V functional and the def2-TZVPD basis, the OMol25 dataset).

XYZ file:
```
145
C72H64BrN2O2S2TeY | the OMol25 dataset | the ωB97M-V functional and the def2-TZVPD basis
Y -0.19491 -0.27619 0.00076
C -1.49412 -1.28898 8.55198
C -1.11197 -0.73012 7.20768
C -1.69848 0.43551 6.72063
C -1.33381 0.95301 5.48414
C -0.35332 0.30163 4.75078
C 0.23806 -0.87598 5.20136
C -0.15058 -1.38093 6.42490
S 0.04424 0.97690 3.18862
O 0.16440 -0.23291 2.24824
C 1.65922 1.72203 3.37186
C 1.52432 3.08130 3.75502
C 2.62149 3.86951 3.88044
C 3.90974 3.35294 3.59616
C 5.06388 4.17422 3.69039
C 6.30409 3.65606 3.46722
C 6.44916 2.28488 3.14852
C 5.35756 1.47552 3.04649
C 4.04537 1.99024 3.24211
C 2.88333 1.15132 3.12585
C 3.15952 -0.32686 3.06054
C 3.47062 -0.93838 4.32963
C 3.38595 -0.21835 5.55390
C 3.67457 -0.82090 6.74302
C 4.06496 -2.18037 6.78916
C 4.16077 -2.89637 5.63441
C 3.87671 -2.29167 4.38339
C 3.99205 -3.03521 3.18103
C 3.69917 -2.45756 1.99003
C 3.30064 -1.09302 1.93546
S 2.94716 -0.66868 0.23847
O 1.98272 0.53592 0.15673
C 4.48327 -0.08120 -0.38750
C 5.28138 -0.97576 -1.08677
C 6.49164 -0.53175 -1.59572
C 6.89686 0.79351 -1.43388
C 8.22224 1.26105 -1.97259
C 6.05565 1.67374 -0.75186
C 4.84956 1.24817 -0.22288
H -2.40326 -0.82737 8.93337
H -0.69861 -1.11240 9.27997
H -1.65024 -2.36676 8.49682
H -2.45829 0.93781 7.30765
H -1.80390 1.85331 5.10131
H 0.96603 -1.39874 4.59375
H 0.30016 -2.29932 6.78656
H 0.53436 3.49144 3.93396
H 2.52222 4.90275 4.19188
H 4.94160 5.21741 3.95883
H 7.18073 4.28685 3.54510
H 7.43808 1.87278 2.98964
H 5.49338 0.42934 2.80552
H 3.08842 0.82256 5.55259
H 3.60692 -0.25000 7.66119
H 4.29397 -2.64514 7.73936
H 4.47001 -3.93552 5.65049
H 4.29706 -4.07401 3.22720
H 3.74035 -3.04225 1.07619
H 4.96488 -2.00313 -1.23432
H 7.12610 -1.22096 -2.14118
H 8.45079 0.78766 -2.92693
H 9.02581 1.00234 -1.27975
H 8.23889 2.34120 -2.10987
H 6.35367 2.70973 -0.63163
H 4.19899 1.93756 0.30090
C -2.67501 0.03956 -4.08856
C -1.46971 -0.86034 -4.23382
C -1.51461 -1.89509 -5.16335
C -0.41759 -2.71303 -5.37879
C 0.75414 -2.49524 -4.67101
C 0.83813 -1.48409 -3.72382
C 2.11438 -1.28564 -2.95046
C -0.28816 -0.69199 -3.50901
N -0.24514 0.32819 -2.47722
C -0.13642 1.54497 -2.84360
C 0.10801 1.99048 -4.25443
C -0.29990 2.62525 -1.77708
C -0.48548 4.02502 -2.28288
N -0.32883 2.25222 -0.55846
C -0.43897 3.27550 0.46186
C -1.62002 3.32071 1.20304
C -2.69443 2.28589 1.00732
C -1.77093 4.33160 2.14561
C -0.76104 5.26121 2.35104
C 0.42169 5.15917 1.63711
C 0.61351 4.15902 0.68836
C 1.92081 4.06950 -0.05876
H -3.58192 -0.55619 -3.98457
H -2.80541 0.65611 -4.98042
H -2.61877 0.71040 -3.23111
H -2.42547 -2.04791 -5.73288
H -0.47010 -3.50934 -6.11014
H 1.62322 -3.11851 -4.85094
H 2.97944 -1.49074 -3.58115
H 2.15190 -1.97325 -2.09985
H 2.22198 -0.26627 -2.57482
H 0.41203 1.15822 -4.88145
H 0.88141 2.75996 -4.26929
H -0.79237 2.43577 -4.68708
H -1.24972 4.02193 -3.06243
H 0.43007 4.40011 -2.74399
H -0.78408 4.70846 -1.49576
H -2.89779 2.06740 -0.04124
H -3.63336 2.59645 1.46308
H -2.41588 1.33857 1.48994
H -2.69454 4.39601 2.71003
H -0.89491 6.05989 3.07008
H 1.22333 5.86867 1.81313
H 2.73042 4.43257 0.57622
H 1.91898 4.69316 -0.95848
H 2.15018 3.04451 -0.35268
Br -0.30935 -7.21168 0.35785
C -0.10351 -5.34997 0.18397
C 0.28651 -4.60385 1.28477
C 0.38478 -3.22348 1.16616
C 0.11505 -2.54007 -0.03850
C -0.24629 -3.36125 -1.12429
C -0.35848 -4.74399 -1.03462
H 0.49296 -5.09766 2.22648
H 0.66836 -2.67145 2.05896
H -0.45754 -2.92470 -2.09709
H -0.65057 -5.33898 -1.89081
Te -3.02153 -1.46645 -0.81818
C -4.89652 -0.58310 -0.45955
C -5.21219 0.01892 0.75255
C -6.49095 0.51978 0.95424
C -7.44301 0.43200 -0.05544
C -7.12470 -0.17223 -1.26206
C -5.84907 -0.68844 -1.46670
C -3.05024 -2.68299 0.90206
C -2.75616 -2.13334 2.14773
C -2.75246 -2.93898 3.27711
C -3.03816 -4.29334 3.15826
C -3.32777 -4.83932 1.91585
C -3.33444 -4.03643 0.77962
H -4.48753 0.06611 1.55216
H -6.74696 0.97512 1.90327
H -8.43920 0.82399 0.10545
H -7.86983 -0.25602 -2.04373
H -5.61172 -1.17876 -2.40334
H -2.51902 -1.08049 2.25180
H -2.51920 -2.50916 4.24459
H -3.03460 -4.92634 4.03684
H -3.54249 -5.89625 1.82306
H -3.54640 -4.47154 -0.18844
```

## Properties
total charge	+2
LUMO energy	-5.25	eV
highest occupied orbital energy	-12.254	eV
frontier orbital gap	7.005	eV
energy relative to the best compared isomer or geometry (same formula, charge and spin)	0.051	eV

Entry 3:
# C5H8N2O

C5H8N2O in the gas phase in a non-equilibrium geometry (the ωB97M-V functional and the def2-TZVPD basis, the OMol25 dataset).

XYZ file:
```
16
C5H8N2O | the OMol25 dataset | the ωB97M-V functional and the def2-TZVPD basis
C -0.78911 -1.10340 1.26149
C -0.02359 -0.17262 0.12989
C 0.27282 1.06025 0.95903
C -0.43677 0.95875 -1.94543
C 1.03910 -0.86713 -0.50078
H -0.05768 -1.38092 2.05824
H -1.55335 -0.69063 1.95911
H -1.36784 -2.16834 0.87444
H -0.55072 2.01858 1.06713
H 1.17900 1.55924 0.15218
H 0.77610 0.72071 1.89809
H -1.24994 1.30320 -2.73739
H 1.39012 -2.07956 -0.40524
N 0.84553 1.06265 -2.13593
N 1.43375 -0.26956 -1.53176
O -0.90743 0.04878 -1.10307
```

## Properties
SMILES string	CC1(C)C=NN=CO1
LUMO energy	0.71	eV
highest occupied orbital energy	-9.527	eV
frontier orbital gap	10.239	eV
energy relative to the best compared isomer or geometry (same formula, charge and spin)	6.315	eV

Entry 4:
# C4H13N3

C4H13N3 in the gas phase in a non-equilibrium geometry (the ωB97M-V functional and the def2-TZVPD basis, the OMol25 dataset).

XYZ file:
```
20
C4H13N3 | the OMol25 dataset | the ωB97M-V functional and the def2-TZVPD basis
C -0.55212 -1.51921 -0.98070
N -1.79584 -2.16355 -0.60706
C -0.10808 -0.68951 0.29625
C -1.11316 0.03841 1.31475
N 1.08422 0.18764 0.20610
C 0.97989 1.57547 -0.13656
N 2.21930 2.43532 0.06477
H -0.70767 -0.81816 -1.87838
H 0.28890 -2.26720 -1.29701
H -2.15857 -1.51062 0.10775
H -2.45156 -2.13580 -1.42658
H 0.23530 -1.68854 0.85196
H -1.92191 -0.72898 1.51054
H -1.41929 0.95203 0.64603
H -0.69823 0.40751 2.24698
H 1.58492 -0.25167 -0.51501
H 0.77333 1.59460 -1.31136
H 0.30859 2.21727 0.40898
H 2.95793 2.09007 -0.48417
H 2.49406 2.27491 0.98272
```

## Properties
SMILES string	C[C@@H](CN)NCN
LUMO energy	0.98	eV
highest occupied orbital energy	-8.738	eV
frontier orbital gap	9.714	eV
energy relative to the best compared isomer or geometry (same formula, charge and spin)	2.690	eV

Entry 5:
# C28H30CdGeN6S

A molecular structure, C28H30CdGeN6S (the ωB97M-V functional and the def2-TZVPD basis, the OMol25 dataset).

XYZ file:
```
67
C28H30CdGeN6S | the OMol25 dataset | the ωB97M-V functional and the def2-TZVPD basis
Cd 0.11968 0.41786 -0.96523
N 0.86345 -0.88773 4.31583
C 0.28268 -0.06865 3.41382
N 0.80810 0.32534 2.31028
C 2.09999 -0.10967 2.00470
N 2.74844 0.36213 1.00624
N 2.02803 1.25413 0.23776
C 2.42779 2.45310 0.22112
C 1.66798 3.46279 -0.55040
C 2.31293 4.50735 -1.19484
C 1.54619 5.40776 -1.91583
C 0.17501 5.23247 -1.95658
C -0.37641 4.15659 -1.27719
N 0.34632 3.29127 -0.57582
C 2.73863 -1.12054 2.86310
C 3.95999 -1.71716 2.55010
C 4.52235 -2.64292 3.40348
C 3.87030 -2.98357 4.58986
C 2.66069 -2.40654 4.91509
C 2.09712 -1.47675 4.04456
H 0.35935 -1.15591 5.14412
H -0.71929 0.26335 3.66883
H 3.30368 2.75592 0.79468
H 3.38985 4.60071 -1.14128
H 2.01521 6.22728 -2.44427
H -0.46088 5.90489 -2.51533
H -1.44304 3.97069 -1.30398
H 4.44493 -1.43622 1.62510
H 5.46550 -3.10840 3.15223
H 4.31119 -3.71015 5.25941
H 2.14563 -2.67413 5.83003
C -2.40963 1.39385 1.18870
C -2.97410 1.36455 -0.20352
C -4.37152 1.30771 -0.41326
C -4.83931 1.22505 -1.68686
C -3.94184 1.20803 -2.78033
C -4.39951 1.13430 -4.11247
C -3.48420 1.13264 -5.12565
C -2.10854 1.20167 -4.85180
C -1.59872 1.27723 -3.56797
S 0.13612 1.39611 -3.34817
C -2.55675 1.27583 -2.49515
N -2.12361 1.34987 -1.19905
H -3.04832 1.96827 1.86116
H -1.40631 1.81965 1.18497
H -2.34570 0.37165 1.57433
H -5.04296 1.32362 0.43552
H -5.90402 1.17038 -1.88404
H -5.46342 1.07897 -4.30749
H -3.81486 1.07229 -6.15524
H -1.40016 1.19523 -5.67016
C -0.35558 -3.18999 1.57250
Ge 0.18479 -3.18545 -0.31677
C -0.44754 -4.88494 -1.07486
C 2.14181 -3.20334 -0.41268
C -0.55775 -1.65741 -1.21847
H -0.21438 -4.17458 2.02253
H -1.41024 -2.91840 1.65738
H 0.23593 -2.46935 2.13609
H -0.00495 -5.73124 -0.54499
H -0.17339 -4.95693 -2.12864
H -1.53372 -4.95907 -1.00093
H 2.53684 -4.16709 -0.08552
H 2.57171 -2.41959 0.21334
H 2.46452 -3.02889 -1.44047
H -1.63772 -1.63892 -1.03558
H -0.41437 -1.77696 -2.29599
```

## Properties
LUMO energy	-0.06	eV
highest occupied orbital energy	-6.473	eV
frontier orbital gap	6.408	eV
energy relative to the best compared isomer or geometry (same formula, charge and spin)	0.000	eV

Entry 6:
# C37H63F3O16S5

9 unconnected molecules or ions with the total composition C37H63F3O16S5 in a non-equilibrium geometry (the ωB97M-V functional and the def2-TZVPD basis, the OMol25 dataset).

XYZ file:
```
124
C37H63F3O16S5 | the OMol25 dataset | the ωB97M-V functional and the def2-TZVPD basis
C 1.78130 1.20745 -2.43662
C 0.41152 1.84050 -2.75804
C 0.88124 3.14559 -3.39493
O 2.02013 2.80266 -4.16391
C 2.60332 1.59882 -3.65692
H 1.70875 0.13943 -2.22436
H 2.15105 1.65849 -1.51069
H -0.11438 1.89656 -1.80202
H -0.18934 1.21107 -3.41262
H 1.06849 3.91968 -2.64436
H 0.09425 3.49079 -4.07021
H 3.65304 1.78841 -3.41471
H 2.59464 0.77948 -4.38086
O 8.20986 2.71377 -1.04147
S 6.95495 2.02998 -0.96893
O 6.79744 0.80617 -0.23988
O 5.91980 3.10682 -0.37803
C 4.59171 2.64312 -0.12497
C 3.69337 3.85830 0.10379
C 6.36879 1.78204 -2.65039
H 4.54089 1.93100 0.70095
H 4.24254 2.10194 -1.01190
H 2.71224 3.62677 0.49005
H 3.63700 4.36249 -0.86613
H 4.24781 4.59985 0.68093
H 5.67900 0.93888 -2.63613
H 7.21907 1.48863 -3.26180
H 5.93069 2.70256 -3.02504
O 6.11253 -3.09699 -1.69870
S 4.90735 -2.41070 -1.28709
O 4.51417 -1.17706 -1.91143
O 3.67719 -3.48681 -1.44950
C 3.86272 -4.78999 -0.88923
C 2.99568 -5.72749 -1.71186
C 4.92106 -2.24231 0.51686
H 3.53868 -4.77496 0.15604
H 4.91935 -5.06652 -0.89151
H 3.08665 -5.49889 -2.77313
H 1.95475 -5.48876 -1.47632
H 3.14314 -6.78789 -1.52412
H 4.19929 -1.48303 0.79318
H 5.94167 -1.90377 0.71906
H 4.93491 -3.21823 0.99491
O -6.64616 -2.47726 0.55741
S -5.22047 -2.34394 0.71585
O -4.31105 -2.99001 -0.18967
O -4.80303 -0.78819 0.70183
C -5.73239 0.16935 1.24216
C -6.65266 0.71986 0.15513
C -4.76428 -2.75756 2.43469
H -5.15281 1.00689 1.62148
H -6.25245 -0.28927 2.08564
H -6.05390 0.98035 -0.71895
H -7.04199 1.69442 0.45741
H -7.45356 0.02815 -0.09141
H -3.69399 -2.59818 2.49621
H -4.95794 -3.82444 2.53371
H -5.38500 -2.15843 3.08954
O -4.82627 2.53427 -2.34959
S -3.98775 2.11758 -3.44888
O -3.28219 3.10197 -4.24303
O -2.85355 1.11632 -2.88969
C -3.15118 0.12623 -1.87894
C -2.30021 -1.05869 -2.28045
C -4.87351 1.03207 -4.57021
H -4.23209 -0.03915 -1.81922
H -2.95003 0.59437 -0.91206
H -2.50882 -1.31123 -3.31713
H -2.50489 -1.91188 -1.63197
H -1.25156 -0.80551 -2.12681
H -5.18243 0.18670 -3.95904
H -4.18221 0.72011 -5.34582
H -5.67624 1.65845 -4.94917
O -3.09674 -0.76922 4.06716
S -3.75914 0.41098 4.55296
O -3.95394 1.50532 3.63873
O -5.16439 -0.06150 5.19135
C -6.06250 0.99190 5.55142
C -7.14542 0.47015 6.48782
C -2.88344 1.01912 6.01032
H -6.62369 1.30749 4.66706
H -5.56287 1.84504 6.00685
H -7.86621 -0.18093 5.99747
H -7.63976 1.31285 6.96519
H -6.67926 -0.14530 7.26466
H -3.06806 0.36808 6.86561
H -3.29898 1.99010 6.26515
H -1.81413 0.98984 5.82464
F 0.26509 -3.56465 -7.45248
C 0.44088 -3.36252 -6.13692
C 1.74407 -3.21294 -5.68021
C 1.93962 -3.08428 -4.31836
C 0.85865 -3.18533 -3.45921
C -0.43436 -3.37186 -3.90265
C -0.63993 -3.42410 -5.28027
H 2.54282 -3.01225 -6.38177
H 2.91329 -2.81691 -3.93811
H 1.05857 -3.09973 -2.39609
H -1.25311 -3.32536 -3.20206
H -1.65548 -3.45692 -5.65555
F 1.77910 3.64047 2.55594
C 2.58123 3.24549 3.56331
C 3.93741 3.48823 3.51872
C 4.71820 3.07830 4.60055
C 4.18810 2.33229 5.62713
C 2.81020 2.09575 5.66846
C 2.00935 2.61594 4.66400
H 4.40029 3.95753 2.66485
H 5.75700 3.38296 4.59673
H 4.88418 1.96449 6.36938
H 2.41304 1.47921 6.46203
H 0.93978 2.45002 4.60306
F 2.81531 0.03721 0.59561
C 1.50682 -0.21694 0.84051
C 0.90862 -1.32957 0.28011
C -0.44277 -1.52951 0.46128
C -1.20033 -0.64450 1.24896
C -0.55144 0.41539 1.86569
C 0.79890 0.65250 1.64312
H 1.41402 -2.03756 -0.36743
H -0.91965 -2.45325 0.15842
H -2.24388 -0.83098 1.45907
H -1.13382 1.04201 2.53014
H 1.23497 1.57629 2.00064
```

## Properties
SMILES string	CCOS(C)(=O)=O.CCOS(C)(=O)=O.CCOS(C)(=O)=O.CCOS(C)(=O)=O.CCOS(C)(=O)=O.Fc1ccccc1.Fc1ccccc1.Fc1ccccc1.C1CCOC1
LUMO energy	-0.16	eV
highest occupied orbital energy	-9.167	eV
frontier orbital gap	9.009	eV

Which of these has the highest highest occupied orbital energy? C28H30CdGeN6S